Entry 1:
Density functional theory data (wB97M-V/def2-TZVPD) for a cluster of 8 separate species, C4H25NO7 in total at a distorted geometry.

ORCA input file:
```
! RIJCOSX wB97M-V def2-TZVPD def2/J DEFGRID3
* xyz 0 1
O 2.9908 0.7315 -1.6343
O -0.6215 4.2764 0.6888
O 2.8420 2.7054 0.5935
O 1.0011 -0.9008 -2.3700
O 0.5086 2.4531 -2.4491
O -0.0216 0.4878 -0.3265
O 2.3835 -2.1196 -0.1630
N -1.7972 -1.2166 0.4752
C -0.9828 -1.8109 1.5367
C -0.6296 -0.8784 2.6705
C -3.1398 -0.7938 0.9116
C -2.0367 -2.1881 -0.6326
H 2.5402 -0.1260 -1.7315
H 1.3073 -0.4773 -3.1733
H 0.3005 2.2180 -1.5373
H -2.9735 -2.7374 -0.5800
H -1.1734 -2.8481 -0.5739
H -0.5943 -1.2759 3.6742
H -1.9906 -1.6156 -1.5569
H -0.1016 -2.2328 1.0846
H 0.6767 -0.2111 -1.7471
H 0.3077 -0.3454 2.4629
H -1.5716 -2.6459 1.9494
H -1.2284 0.0445 2.6635
H 2.5272 1.9453 0.0997
H 3.3552 1.0206 -2.4724
H -3.0832 -0.2144 1.8350
H 3.6166 2.4748 1.1084
H 1.0841 3.2142 -2.3775
H 0.6389 0.5235 0.3692
H 1.7035 -1.5537 -0.5610
H -3.6381 -0.2704 0.1104
H 0.2579 4.3037 0.3078
H -3.6922 -1.6774 1.2602
H 3.1836 -1.8054 -0.5919
H -1.0605 3.4335 0.6142
H -0.8891 0.1126 0.0625
*
```

The value obtained for the LUMO energy is 0.4 eV. Its SMILES is CCN(C)C.O.O.O.O.O.O.O. Its total energy is -20375.6629 eV.

---

Entry 2:
Density functional theory data (wB97M-V/def2-TZVPD) for an isolated molecule of C5H12N2O at a distorted geometry.

ORCA input file:
```
! RIJCOSX wB97M-V def2-TZVPD def2/J DEFGRID3
* xyz 0 1
O 0.3684 1.1083 -1.8794
N -0.7113 -0.1888 -0.3761
N 2.5085 0.7985 0.2510
C 0.3984 -0.8704 0.3531
C -2.0020 1.3510 -1.6571
C -0.6823 0.8060 -1.3523
C -0.3644 -1.4353 1.5746
C 1.6026 -0.0606 1.0055
H 0.8376 -1.5980 -0.3164
H -1.5830 -0.6694 -0.2163
H 1.9701 1.4458 -0.3167
H -0.9445 -0.6214 1.9636
H -2.5432 0.5379 -2.2016
H -2.7246 1.5637 -0.8761
H 3.1045 0.2413 -0.3635
H 0.2666 -1.8090 2.3963
H -1.9804 2.0965 -2.4515
H 1.1286 0.5807 1.8096
H -0.8926 -2.3638 1.3450
H 2.2430 -0.9132 1.3084
*
```

The value obtained for the LUMO energy is 0.8 eV. Its SMILES is CC(=O)N[C@H](C)CN. Its total energy is -10406.9367 eV.

---

Entry 3:
Density functional theory data (wB97M-V/def2-TZVPD) for a cluster of 6 separate species, C5H18N2O5 in total at a distorted geometry.

ORCA input file:
```
! RIJCOSX wB97M-V def2-TZVPD def2/J DEFGRID3
* xyz 0 1
O 0.2590 -0.9090 -3.2601
O -2.6163 -0.3950 -3.5996
O 0.6875 1.2827 -1.5508
O -1.6052 1.0284 3.6108
O -0.1164 2.6675 0.8633
N 2.6487 -0.9153 0.4905
N 1.0221 0.0237 1.6409
C -0.9372 -1.3751 0.7765
C -1.9874 -0.4405 0.1860
C 1.4839 -1.4409 0.0188
C 0.4780 -0.8829 0.7499
C 2.3113 -0.0393 1.4707
H -2.0033 -1.1198 -3.4130
H -1.2238 -1.6816 1.7761
H 0.2315 2.0935 -1.7928
H -2.9167 -1.0091 0.0731
H 3.5242 -0.8418 -0.0009
H -2.2418 0.4021 0.8185
H 3.0182 0.6607 1.8925
H 1.1776 -1.1279 -3.3958
H -1.0660 2.5772 0.7687
H 0.1307 -0.2412 -2.5678
H 0.8138 1.3380 -0.5958
H -1.3479 0.7174 2.7336
H -3.4270 -0.5499 -3.1060
H 0.1830 2.2101 1.6635
H -0.8969 -2.2883 0.1829
H -1.7043 -0.0233 -0.7780
H -1.6070 1.9881 3.5200
H 1.3962 -2.1076 -0.8163
*
```

The value obtained for the LUMO energy is 0.4 eV. Its SMILES is CCc1c[nH]cn1.O.O.O.O.O. Its total energy is -18695.0565 eV.

---

Entry 4:
Density functional theory data (wB97M-V/def2-TZVPD) for a structure of composition C3HBr3N2S at a distorted geometry.

ORCA input file:
```
! RIJCOSX wB97M-V def2-TZVPD def2/J DEFGRID3
* xyz 0 1
Br -1.4386 -2.3587 -0.9460
Br -2.8448 0.4485 -1.0877
Br -1.8589 -0.8608 1.8427
S 1.9077 2.0833 -0.4654
N 2.4118 0.7611 0.3169
N 0.3378 1.5107 -0.6913
C 0.2814 0.3549 -0.1924
C -1.7134 -0.7672 -0.1444
C 1.4594 -0.1243 0.3636
H 1.4577 -1.0475 1.0040
*
```

The value obtained for the LUMO energy is -0.8 eV. Its total energy is -227066.2734 eV.

---

Entry 5:
Density functional theory data (wB97M-V/def2-TZVPD) for a structure of composition C3H7ClOS at a distorted geometry.

ORCA input file:
```
! RIJCOSX wB97M-V def2-TZVPD def2/J DEFGRID3
* xyz 0 1
Cl -0.0998 2.1056 -0.5690
S -2.7435 -0.1176 0.6052
O -0.8560 -0.4989 -1.4990
C 0.2731 0.6177 0.3194
C 1.7534 0.1305 0.1433
C -0.5955 -0.4899 -0.1858
H 0.2696 0.7352 1.4071
H 1.9556 -0.3530 1.1297
H 1.8432 -0.6319 -0.7051
H -2.9614 -1.4334 0.9392
H -0.4453 -1.4261 0.2678
H 2.4026 0.9110 -0.0541
H -0.7960 0.4508 -1.7988
*
```

The value obtained for the LUMO energy is 0.5 eV. Its total energy is -28628.2217 eV.